This record from OMol25 describes a cluster of 2 separate species, C28H24O6S2 in total in a non-equilibrium geometry. The level of theory is the ωB97M-V functional and the def2-TZVPD basis.

The geometry in XYZ format:
```
60
Properties=species:S:1:pos:R:3:forces:R:3
C -4.873719 -3.817898 -1.361398 -0.238 -0.182 0.076
C -3.762677 -2.822958 -1.290063 0.329 0.080 -0.011
C -4.060264 -1.461556 -1.153233 0.022 -0.158 -0.201
C -3.051108 -0.528628 -1.080887 0.472 0.066 0.162
C -1.680222 -0.919200 -1.008100 -0.979 -1.159 -0.514
C -0.692280 0.037957 -0.675501 -0.427 1.224 -0.289
C 0.710719 -0.239206 -0.561525 1.354 -0.427 0.725
C 1.218802 -1.404178 0.080739 -0.169 0.216 -0.340
C 2.582494 -1.658804 0.178854 -0.020 0.227 -0.079
C 3.476463 -0.734740 -0.374204 0.447 0.114 -0.136
O 4.857746 -0.809510 -0.182691 -0.279 -0.160 0.034
C 5.619688 -1.762874 -0.858779 -0.234 -0.005 -0.302
C 6.709145 -1.292872 -1.604482 -0.514 -0.158 -0.026
C 7.350823 -2.165630 -2.482682 -0.048 -0.065 0.307
C 6.969480 -3.512276 -2.529012 -0.030 0.057 0.033
C 5.970023 -3.990902 -1.676173 0.057 0.184 0.001
C 5.282523 -3.114801 -0.831697 0.265 0.153 -0.215
C 3.014299 0.403691 -1.053489 0.196 -0.338 0.325
C 1.662681 0.677849 -1.085122 -0.739 -0.136 0.028
C -1.397090 -2.285732 -1.331444 -0.012 0.409 0.557
C -2.422123 -3.216160 -1.424535 0.096 0.210 -0.101
H -4.592547 -4.775608 -0.913164 -0.030 0.131 -0.062
H -5.744004 -3.420848 -0.831526 0.023 -0.185 -0.114
H -5.167219 -4.012914 -2.401477 0.061 0.068 0.173
H -5.106771 -1.148500 -1.107226 0.368 -0.022 -0.082
H -3.294349 0.528789 -1.073898 0.075 -0.149 0.338
H -0.989819 1.085653 -0.687697 0.194 -0.209 -0.501
H 0.523661 -2.101686 0.550179 0.164 0.222 -0.135
H 2.939036 -2.553476 0.694350 -0.159 0.506 -0.066
H 6.977560 -0.239261 -1.523223 -0.108 -0.278 -0.146
H 8.139418 -1.777836 -3.135024 -0.258 -0.251 0.276
H 7.455046 -4.184845 -3.236438 -0.109 0.140 0.251
H 5.699654 -5.048269 -1.669454 0.134 0.302 -0.077
H 4.491592 -3.459406 -0.168286 0.273 -0.017 -0.334
H 3.743058 1.067240 -1.519165 -0.209 -0.109 0.276
H 1.295766 1.601192 -1.531594 0.107 -0.218 0.067
H -0.362071 -2.588682 -1.498367 -0.340 0.009 0.159
H -2.183230 -4.266934 -1.603674 -0.084 0.313 -0.028
C -1.049447 -0.561359 2.652614 -0.858 1.681 -0.793
O -1.942250 0.626444 2.458835 -0.071 -1.652 2.610
C -1.825303 1.528222 1.503099 1.078 0.088 -2.100
S -3.372468 2.316684 0.997521 1.219 -0.653 0.519
O -3.341028 2.508387 -0.443325 -0.379 0.039 0.502
O -4.488614 1.666878 1.645868 0.287 0.372 -0.512
C -3.060402 3.927631 1.692884 -0.296 0.220 -0.292
C -1.729763 4.215172 1.953425 0.070 0.434 0.091
C -1.370749 5.494110 2.385248 -0.182 -0.134 -0.047
C -2.373138 6.455516 2.565821 0.073 -0.254 -0.016
C -3.713798 6.152944 2.285620 0.057 -0.245 -0.029
C -4.064817 4.883938 1.820725 0.272 0.039 0.147
S -0.595532 2.842067 1.650605 -0.972 -0.621 0.057
O 0.236995 2.619464 2.813561 -0.136 0.133 -0.558
O -0.011754 3.046052 0.337569 0.058 0.194 0.586
H -1.103345 -0.800628 3.717248 -0.046 0.148 -0.274
H -1.459851 -1.374500 2.044568 0.134 0.101 0.037
H -0.031096 -0.298087 2.358285 -0.138 -0.081 0.082
H -0.321468 5.711404 2.579660 -0.270 0.049 0.022
H -2.102688 7.444704 2.940663 -0.105 -0.300 -0.158
H -4.499469 6.894809 2.434353 0.314 -0.124 -0.048
H -5.090172 4.613956 1.566282 0.242 0.163 0.144
```
Positions in Å, forces in eV/Å.

Summary:
- energy (eV) = -63375.139
- HOMO energy (eV) = -6.843

This record from OMol25 describes a structure of composition C28H38BiN7O4PS3Sb. The level of theory is the ωB97M-V functional and the def2-TZVPD basis.

The geometry in XYZ format:
```
83
Properties=species:S:1:pos:R:3:forces:R:3
Bi 0.604810 0.374140 -1.440145 0.246 -0.301 0.182
O -4.412763 0.702136 -3.044950 -0.014 0.134 -0.093
C -3.290848 0.726185 -2.316211 -0.024 -0.014 -0.056
O -2.767596 -0.257039 -1.866206 0.060 -0.120 0.040
C -2.761192 2.117701 -2.133688 -0.025 0.001 0.035
C -3.139651 3.153587 -2.973813 -0.048 -0.029 0.003
C -2.624359 4.411312 -2.713800 -0.068 0.094 -0.147
C -1.781864 4.579370 -1.634517 0.106 0.045 0.092
C -1.444067 3.471950 -0.862635 -0.095 0.043 0.090
N -1.917635 2.258900 -1.116358 -0.041 0.112 -0.040
C -0.503754 3.533623 0.327575 -0.030 0.277 -0.205
O -0.025997 4.733186 0.688757 -0.096 -0.064 0.081
O -0.183280 2.556692 0.941566 -0.104 -0.165 0.219
H -4.705809 -0.216170 -3.135471 0.044 -0.069 0.057
H -3.808397 2.972706 -3.802889 -0.016 0.014 0.044
H -2.878981 5.250388 -3.348604 0.017 -0.027 0.033
H -1.375448 5.564226 -1.442676 -0.040 -0.011 0.022
H -0.248534 5.425618 0.057780 -0.040 -0.002 -0.024
C 3.372834 -3.387563 -0.520005 -0.008 -0.017 0.053
C 2.908376 -4.394844 -1.344107 0.063 -0.072 0.026
C 1.805440 -4.150868 -2.138383 -0.048 -0.098 -0.055
C 1.168579 -2.917113 -2.084760 0.096 0.081 0.090
N 1.595584 -1.960782 -1.243964 0.103 -0.171 -0.327
C 2.682099 -2.192616 -0.503061 -0.185 0.104 -0.018
C 0.063381 -2.605039 -3.036106 -0.020 0.124 -0.027
C -0.569837 -3.611926 -3.755223 -0.005 -0.130 0.013
C -1.499069 -3.280187 -4.722343 -0.043 -0.034 -0.054
C -1.761561 -1.945231 -4.970038 -0.001 0.021 -0.026
C -1.116972 -1.001530 -4.192739 0.045 -0.031 0.075
N -0.244115 -1.316357 -3.236136 -0.065 -0.305 0.079
H 4.256233 -3.513764 0.090240 -0.043 0.009 0.016
H 3.411691 -5.352256 -1.389076 -0.010 0.034 -0.012
H 1.468793 -4.912874 -2.824737 0.019 0.028 0.014
H 3.016575 -1.374442 0.116780 -0.020 0.014 0.035
H -0.343316 -4.652458 -3.574301 -0.041 0.045 0.045
H -1.998981 -4.058533 -5.284511 0.022 0.019 0.002
H -2.445792 -1.636052 -5.748936 0.012 0.006 0.041
H -1.283194 0.054141 -4.357090 -0.016 0.052 0.038
S 0.031253 2.412692 -4.692445 -0.443 0.022 0.171
Sb 2.246214 2.448625 -3.844693 0.706 -0.304 0.585
S 1.514736 2.930069 -1.600917 0.000 0.508 -0.704
S 2.573913 0.164195 -3.026822 0.143 0.261 -0.374
C -3.206913 -0.519804 2.423398 0.077 0.100 -0.069
C -2.078511 -0.259073 1.423267 -0.041 -0.137 0.197
P -0.955422 -1.667336 1.016243 -0.563 -0.070 -0.108
C -0.560382 -2.284825 2.714954 0.338 -0.110 -0.227
C 0.655843 -3.215132 2.760407 -0.065 0.066 0.049
C -2.223251 -2.911842 0.464079 0.258 -0.032 0.033
C -1.629147 -4.226423 -0.047285 -0.081 0.068 0.095
H -3.794159 0.391075 2.560385 -0.014 -0.045 0.025
H -2.822282 -0.809241 3.402402 -0.028 -0.017 -0.025
H -3.886165 -1.299267 2.076233 0.002 0.015 0.034
H -1.439727 0.550410 1.781342 0.022 0.037 -0.028
H -2.488035 0.070188 0.469463 0.020 0.080 -0.029
H -1.440797 -2.788408 3.117153 -0.022 0.052 0.093
H -0.360279 -1.399574 3.321507 -0.049 -0.006 0.038
H 0.465157 -4.158629 2.246389 0.025 0.033 -0.009
H 0.919268 -3.451572 3.793390 0.017 -0.014 -0.043
H 1.521004 -2.742694 2.288897 -0.028 -0.017 0.030
H -2.796188 -2.423859 -0.328371 -0.054 -0.020 0.009
H -2.898429 -3.124021 1.294953 -0.086 0.050 -0.029
H -1.000829 -4.059370 -0.920437 0.047 -0.012 -0.034
H -2.419888 -4.924778 -0.330636 0.039 0.016 -0.003
H -1.017892 -4.713968 0.714574 -0.032 -0.003 -0.036
C 2.184397 4.288460 3.257834 0.109 -0.008 0.034
C 3.028643 3.343260 4.112689 -0.282 -0.106 -0.171
C 2.177205 2.673229 5.191777 0.129 0.052 0.008
C 3.765519 2.328654 3.228718 -0.188 0.089 0.305
N 2.873352 1.550219 2.360056 0.187 -0.103 0.132
C 2.774731 1.574055 1.039529 -0.057 0.129 -0.243
N 1.891077 0.668849 0.681519 -0.045 -0.258 0.267
N 1.452388 0.085518 1.822331 0.282 0.223 0.095
N 2.042290 0.601712 2.833081 -0.032 0.013 -0.337
H 1.750715 5.071244 3.880798 -0.007 -0.010 -0.027
H 1.362073 3.755146 2.773229 0.064 0.042 0.033
H 2.784926 4.773192 2.481637 -0.059 -0.017 0.021
H 3.820404 3.913522 4.605208 0.046 0.009 -0.026
H 1.362691 2.098948 4.751760 -0.016 0.004 0.018
H 1.742436 3.433831 5.841673 0.010 -0.023 -0.013
H 2.773800 1.999931 5.811929 -0.040 0.012 -0.028
H 4.320011 1.619392 3.840461 0.037 -0.055 -0.039
H 4.457675 2.846674 2.568271 0.032 -0.051 -0.075
H 3.305199 2.238537 0.374864 -0.040 -0.061 0.064
```
Positions in Å, forces in eV/Å.

Summary:
- energy (eV) = -102442.281
- energy above the lowest of the compared OMol25 structures with the same formula, charge and spin (kcal/mol) = 22.88
- spin multiplicity = 2
- HOMO energy (spin up / spin down) (eV) = -10.073 / -10.055
- net charge = +1

Number 1 is which compound?
C28H24O6S2